This record from OMol25 describes C21H36N3O3S2SiZn as an isolated structure. The level of theory is ωB97M-V/def2-TZVPD.

```
! RIJCOSX wB97M-V def2-TZVPD def2/J DEFGRID3
* xyz 1 1
Zn -0.47343 -2.26380 -1.91343
C 3.56852 0.25012 0.32619
C 2.48102 -0.78886 0.57165
C 2.85263 -2.11653 -0.06752
C 2.21709 -0.96306 2.06046
O 1.24104 -0.36393 -0.08026
Si 0.62119 1.12043 -0.16998
S -1.28176 -1.69750 0.91426
O 1.12854 2.10236 -1.31703
C 1.16768 2.28965 -2.75704
C 1.68589 1.02198 -3.41822
C -0.22603 2.64172 -3.25874
C 2.11932 3.45376 -2.98576
O 0.65099 1.81227 1.27376
C 0.49007 3.17191 1.76883
C 1.65433 4.02750 1.28565
C 0.50649 3.04611 3.28340
C -0.84314 3.72188 1.28307
H 4.49964 -0.07022 0.79365
H 3.28318 1.21640 0.75224
H 3.73681 0.37631 -0.74569
H 3.81232 -2.45864 0.32203
H 2.93594 -2.00295 -1.14944
H 2.09294 -2.86892 0.15597
H 3.11018 -1.35594 2.54788
H 1.39687 -1.66455 2.22209
H 1.95691 -0.00790 2.51802
H 1.07667 0.15934 -3.13479
H 2.72081 0.83325 -3.12659
H 1.64611 1.13232 -4.50279
H -0.89520 1.78192 -3.20069
H -0.16946 2.96499 -4.29798
H -0.64221 3.45842 -2.66465
H 3.10843 3.21629 -2.59279
H 1.74910 4.35151 -2.48843
H 2.20340 3.65554 -4.05388
H 2.57921 3.72756 1.78174
H 1.46581 5.07797 1.50792
H 1.79085 3.91506 0.21064
H 1.46547 2.64605 3.61525
H -0.28374 2.37026 3.61532
H 0.35409 4.02289 3.74374
H -0.86711 3.76164 0.19025
H -1.00108 4.72659 1.67387
H -1.65912 3.08200 1.62727
C -4.33656 0.76509 -0.01864
N -3.53115 -0.34731 0.50370
C -4.20282 -1.40236 1.15000
C -3.70145 -2.62964 1.26210
N -2.46524 -2.93542 0.71565
C -2.23276 -0.39656 0.25448
S -1.52096 0.74841 -0.78390
C -2.02405 -4.24707 0.44860
C -2.86648 -5.34555 0.60301
C -2.34510 -6.60308 0.36156
C -1.01823 -6.73396 -0.02001
C -0.27913 -5.57827 -0.17919
N -0.77013 -4.35954 0.04309
H -5.38127 0.58479 0.20986
H -4.21938 0.84119 -1.09830
H -4.01613 1.70589 0.42736
H -5.17062 -1.15602 1.55617
H -4.24715 -3.39958 1.79080
H -3.90540 -5.22858 0.87593
H -2.97595 -7.47477 0.47576
H -0.57247 -7.70271 -0.19538
H 0.75516 -5.61816 -0.50216
*
```

Summary:
- LUMO energy: -3.946 eV
- Max |F|: 0.67 eV/Å
- Molar mass: 536.15 g/mol
- Electronic energy: -110937.920 eV
- Orbital gap: 5.81 eV

Atomic partial charges in e from the Mulliken method, atoms 1 to 6: number 1, Zn, carries -0.164; number 2, C, carries -1.330; number 3, C, carries 1.606; number 4, C, carries -1.558; number 5, C, carries -1.317; number 6, O, carries 1.239


This record from OMol25 describes C16H28AlBO8 as an isolated structure. The level of theory is ωB97M-V/def2-TZVPD.

```
! RIJCOSX wB97M-V def2-TZVPD def2/J DEFGRID3
* xyz 2 1
Al -7.43034 -0.92150 -2.11924
B -3.26943 -1.00246 0.99126
H -3.41987 0.04020 0.75788
H -2.51990 -1.10954 1.76001
H -4.15962 -1.34168 1.49793
H -3.09424 -1.67264 0.16396
O -4.26850 5.08842 -2.96036
C -3.59342 6.03219 -2.70133
O -2.49731 5.88980 -1.84858
C -1.66450 6.99299 -2.04275
C -2.38625 8.10781 -2.71109
C -3.53863 7.42691 -3.36319
H -0.85926 6.63642 -2.68505
H -1.17236 7.30081 -1.12018
H -2.01162 8.83357 -3.43290
H -2.76945 8.68579 -1.87014
H -3.26467 7.15697 -4.38308
H -4.46607 7.99065 -3.46399
O -2.57728 -8.49948 4.08624
C -1.40913 -8.58403 3.68834
O -0.63927 -9.64348 3.96798
C 0.64029 -9.48904 3.53761
C 0.72232 -8.01142 3.45205
C -0.62465 -7.54758 2.93095
H 0.81417 -9.87525 2.53326
H 1.43044 -9.84466 4.19890
H 1.57383 -7.59223 2.91603
H 0.91020 -7.69191 4.47709
H -0.87568 -7.82832 1.90808
H -1.07355 -6.57482 3.13176
O -0.89497 0.07681 -4.88165
C 0.21848 0.53767 -5.10535
O 0.53453 1.14856 -6.26160
C 1.70311 1.88834 -6.25380
C 2.40106 1.43239 -4.92898
C 1.30744 0.61871 -4.13657
H 1.51002 2.96076 -6.28084
H 2.20114 1.60157 -7.17999
H 2.63968 2.31833 -4.34053
H 3.27701 0.78369 -4.92774
H 0.97584 1.00708 -3.17359
H 1.62719 -0.40876 -3.96288
O 5.48331 1.84377 5.08668
C 4.45142 1.33502 4.76213
O 3.30460 2.11328 4.53676
C 2.31897 1.38052 3.81699
C 2.73126 -0.10973 3.92940
C 4.17953 -0.19406 4.45336
H 2.13689 1.71137 2.79450
H 1.34775 1.53033 4.28858
H 2.62313 -0.56287 2.94397
H 2.13331 -0.64251 4.66878
H 4.83342 -0.42627 3.61276
H 4.44937 -0.89638 5.24205
*
```

Summary:
- LUMO energy: -12.446 eV
- Max |F|: 6.03 eV/Å
- Molar mass: 386.19 g/mol
- Electronic energy: -40670.517 eV
- Orbital gap: 1.44 eV

Atomic partial charges in e from the Mulliken method, atoms 1 to 6: number 1, Al, carries 1.000; number 2, B, carries -0.154; number 3, H, carries -0.017; number 4, H, carries 0.053; number 5, H, carries 0.116; number 6, H, carries -0.061


This record from OMol25 describes C25H40Cl4LuN3O3Si as an isolated structure. The level of theory is ωB97M-V/def2-TZVPD.

```
! RIJCOSX wB97M-V def2-TZVPD def2/J DEFGRID3
* xyz 0 1
C -7.05332 2.50059 2.88480
C -7.90896 3.22130 1.88501
H -6.98225 3.07483 3.81937
H -6.04286 2.34782 2.47605
H -7.45390 1.50421 3.14770
C -8.79226 4.17578 2.21346
C -9.13614 4.57650 3.60441
H -9.33533 4.70966 1.43175
H -8.24894 4.68628 4.23807
H -9.81372 3.86949 4.10348
H -9.65389 5.54124 3.57110
Lu -0.68463 0.17849 0.17595
Cl -0.64468 -2.20875 -0.49790
Cl -2.84637 0.12395 1.38860
C -2.14437 0.13372 -2.60970
O -1.36009 0.85687 -1.91631
N -2.77496 0.52521 -3.71243
C -2.47042 1.78525 -4.38321
C -3.94649 -0.21251 -4.20687
H -2.35118 -0.90231 -2.29244
H -1.44214 2.08537 -4.16059
H -3.17345 2.56971 -4.06793
H -2.60189 1.63068 -5.45990
H -3.96785 -1.20787 -3.75183
H -3.89265 -0.30073 -5.30063
H -4.87895 0.31871 -3.96012
H -0.23251 2.68666 4.40557
H -1.99644 3.01465 2.17809
C 0.44057 3.35961 3.84872
C -1.30069 3.86818 2.13708
N 0.06370 3.43810 2.43840
H 1.46631 2.98044 3.92391
C 0.71742 2.72573 1.52038
O 0.17977 2.27634 0.46432
H -1.32438 4.30205 1.13292
H 1.76719 2.50823 1.77632
H 0.38266 4.35720 4.29696
H -1.58483 4.61870 2.87899
O -6.33171 3.34284 0.12525
C -7.63740 2.85476 0.42585
C -8.70107 4.66425 -0.99264
C -8.68938 3.33994 -0.56220
H -7.88438 5.32628 -0.68678
C -9.76337 5.13257 -1.77369
H -7.61484 1.75403 0.39781
C -9.69879 2.45863 -0.98247
H -9.75687 6.17818 -2.10306
C -10.82806 4.28309 -2.09278
C -10.78231 2.93746 -1.71697
H -9.60934 1.41060 -0.67920
H -11.68819 4.67371 -2.64411
H -11.60303 2.25978 -1.98427
Si -5.19050 3.41505 -1.08878
Cl 0.43197 0.00021 2.50120
C -4.84393 5.21917 -1.40946
C -5.81325 2.49957 -2.58947
C -3.67884 2.61975 -0.37489
H -5.73476 5.79417 -1.68865
H -4.10593 5.32247 -2.21844
H -4.42199 5.68970 -0.51115
H -3.52685 2.98046 0.65069
H -2.75844 2.79327 -0.95276
H -3.81792 1.53461 -0.28006
H -6.77860 2.87771 -2.95588
H -5.94641 1.42772 -2.37715
H -5.09711 2.59220 -3.41773
Cl 3.14470 -1.60686 -4.22347
C 3.05473 -0.85476 -2.69236
C 4.20165 -0.35475 -2.06217
C 4.06821 0.19567 -0.79635
C 2.78921 0.26080 -0.21596
N 1.69090 -0.14609 -0.85064
C 1.80988 -0.73640 -2.05833
H 5.15142 -0.41401 -2.57723
H 4.90663 0.58946 -0.22922
H 2.63761 0.64868 0.79595
H 0.90093 -1.14461 -2.49834
*
```

Summary:
- LUMO energy: 0.306 eV
- Max |F|: 1.79 eV/Å
- Molar mass: 775.48 g/mol
- Electronic energy: -128784.242 eV
- Orbital gap: 9.07 eV

Atomic partial charges in e from the Mulliken method, atoms 1 to 6: number 1, C, carries -1.334; number 2, C, carries 0.235; number 3, H, carries 0.369; number 4, H, carries 0.191; number 5, H, carries 0.261; number 6, C, carries 0.217


This record from OMol25 describes C60H51CoP3Si as an isolated structure. The level of theory is ωB97M-V/def2-TZVPD.

```
! RIJCOSX wB97M-V def2-TZVPD def2/J DEFGRID3
* xyz 1 5
Co 0.29662 -0.19814 -0.36148
C 4.12917 5.80359 -1.35607
C 2.84955 6.01443 -1.84548
C 1.86585 5.04937 -1.68084
C 2.15555 3.85996 -1.01472
C 3.45734 3.63991 -0.55986
C 4.43274 4.60892 -0.71896
P 0.91797 2.54282 -0.68988
C -0.59888 3.56398 -0.81143
C -1.11626 3.77612 -2.08891
C -2.21382 4.60518 -2.27331
C -2.78656 5.24949 -1.18829
C -2.28024 5.03812 0.08713
C -1.20484 4.18600 0.27965
C 1.12943 2.21642 1.11898
C 1.41662 3.40790 1.94149
C 2.25822 3.38892 2.98361
C 2.98109 2.19426 3.35735
C 2.87955 1.06714 2.63895
C 1.98017 0.95285 1.48356
Si 2.53237 0.01012 -0.11015
C -0.25201 0.01807 -2.25762
C 0.35548 -0.02144 -3.50421
C -0.37787 0.26751 -4.65064
C -1.72355 0.59601 -4.56267
C -2.34574 0.65850 -3.32438
C -1.61278 0.35372 -2.17672
P -2.09059 0.69776 -0.45178
C -1.84893 -0.88591 0.44521
C -1.26852 -0.86356 1.73289
C -1.32231 -2.04746 2.46588
C -2.05898 -3.13542 2.03059
C -2.63092 -3.14568 0.76847
C -2.45408 -2.04835 -0.04584
C -3.92420 0.82521 -0.48933
C -4.55660 1.76573 0.31814
C -5.93251 1.93589 0.25867
C -6.69107 1.16933 -0.61032
C -6.07408 0.20367 -1.39375
C -4.70111 0.02964 -1.33236
C 3.45985 -1.55847 0.38057
C 4.77209 -1.55321 0.85734
C 5.45450 -2.74114 1.05788
C 4.83898 -3.94851 0.75821
C 3.53907 -3.96656 0.27606
C 2.84215 -2.77450 0.08219
P 1.13588 -2.72360 -0.59312
C 1.38881 -3.05936 -2.37550
C 0.27229 -3.02755 -3.21125
C 0.39274 -3.32531 -4.55852
C 1.63215 -3.65091 -5.08876
C 2.74925 -3.67587 -4.26739
C 2.63129 -3.38055 -2.91682
C 0.54918 -4.37607 -0.04625
C -0.21991 -5.19568 -0.86697
C -0.66897 -6.42526 -0.40760
C -0.35052 -6.85418 0.87224
C 0.42890 -6.04980 1.69143
C 0.86272 -4.81418 1.24104
H 4.88607 6.56792 -1.47208
H 2.60509 6.93751 -2.35493
H 0.87316 5.23965 -2.06029
H 3.70326 2.70825 -0.06001
H 5.43277 4.43244 -0.34393
H -0.65246 3.28921 -2.94038
H -2.61334 4.75810 -3.26770
H -3.62412 5.91948 -1.33285
H -2.72209 5.54077 0.93886
H -0.83902 4.00858 1.28233
H 1.03845 4.35728 1.58496
H 2.47001 4.30770 3.51585
H 3.66927 2.24709 4.19155
H 3.53500 0.22635 2.83885
H 1.40940 -0.26244 -3.59878
H 0.11185 0.24894 -5.61728
H -2.28803 0.83189 -5.45611
H -3.37836 0.97464 -3.25711
H -1.48860 1.20877 2.02190
H -0.83307 -2.10948 3.42320
H -2.18175 -3.99132 2.67814
H -3.19361 -4.00197 0.42379
H -2.85602 -2.05238 -1.05032
H -3.97227 2.36698 1.00035
H -6.41214 2.67048 0.89292
H -7.76186 1.31166 -0.67409
H -6.65716 -0.42117 -2.05801
H -4.24451 -0.72731 -1.95298
H 5.26728 -0.61179 1.07073
H 6.46919 -2.72869 1.43405
H 5.37496 -4.87988 0.88617
H 3.07205 -4.91361 0.04021
H -0.69725 -2.76101 -2.80612
H -0.47947 -3.28972 -5.19845
H 1.72802 -3.88560 -6.14078
H 3.71864 -3.93212 -4.67460
H 3.51228 -3.40001 -2.29134
H -0.45911 -4.88826 -1.87531
H -1.26262 -7.05519 -1.05753
H -0.70423 -7.81298 1.22807
H 0.69077 -6.38429 2.68747
H 1.46401 -4.18911 1.88997
C -2.16913 0.16891 4.37200
C -0.76249 0.55435 3.88309
C -0.59016 2.02334 4.28841
C 0.30107 -0.26649 4.62510
C -0.72985 0.47247 2.31569
C 0.48071 0.89436 1.47120
H -2.20326 0.27698 5.45720
H -2.45898 -0.84877 4.13125
H -2.91846 0.83924 3.94255
H -0.84261 2.13425 5.34418
H -1.25215 2.67655 3.71343
H 0.43002 2.35594 4.15641
H 0.38389 0.11077 5.64639
H 1.27781 -0.17163 4.16375
H 0.06137 -1.32553 4.70470
*
```

Summary:
- LUMO energy (spin up / spin down): -3.404 / -4.802 eV
- Max |F|: 1.01 eV/Å
- Molar mass: 952.01 g/mol
- Electronic energy: -136407.922 eV
- Orbital gap (spin up / spin down): 6.28 / 5.40 eV

Atomic partial charges in e from the Mulliken method, atoms 1 to 6: number 1, Co, carries -0.385; number 2, C, carries -0.634; number 3, C, carries -0.765; number 4, C, carries -0.566; number 5, C, carries 1.270; number 6, C, carries -0.248